Record 1
{
  "formula": "C2H8NO4PS2",
  "method": "ωB97M-V with the def2-TZVPD basis set",
  "total_energy_ha": -1574.29612,
  "relative_energy_kj_mol": 524.9,
  "species": ["C", "C", "N", "O", "O", "O", "O", "P", "S", "S", "H", "H", "H", "H", "H", "H", "H", "H"],
  "coordinates": [[2.427302, 0.239432, -0.282003], [-2.555010, 1.712291, 0.109945], [-0.034409, -0.591058, 0.899425], [0.509925, 1.806139, 0.270778], [0.031321, 0.042184, -1.300974], [1.152617, -2.435868, -0.485249], [-0.636560, -3.057954, 0.852646], [-2.663925, 0.404976, -0.924895], [0.666930, 0.471023, -0.081486], [-0.163667, -1.905656, -0.286946], [2.718294, 1.024422, -0.954831], [2.871635, 0.302363, 0.697442], [2.729401, -0.809366, -0.727477], [-1.973619, 2.547303, -0.258644], [-2.948849, 1.648941, 1.171875], [0.363997, -0.811088, 1.853148], [-1.373801, -2.654510, 1.285819], [-2.132810, 1.089975, -1.943661]],
  "forces_ev_per_angstrom": [[0.2, -3.0, -0.4], [-0.6, -1.0, 0.8], [0.8, -0.9, 1.6], [-0.2, 2.6, 1.5], [0.5, 0.4, -1.5], [1.0, 0.1, -0.9], [0.6, 0.7, -0.6], [-1.4, 0.0, 1.8], [1.5, 0.0, -1.5], [-1.1, -3.5, 1.6], [0.2, 0.5, -0.1], [0.3, 0.4, 0.3], [-1.0, 2.2, 0.9], [-0.4, 0.4, 0.6], [0.7, 0.3, -1.4], [-0.4, 0.2, -1.5], [-1.3, 0.1, 0.8], [0.8, 0.6, -1.7]],
  "mulliken_charge": [-0.9627, -0.5528, -0.3091, -0.5742, -0.6323, -0.5902, -0.5412, 0.0376, 1.0571, 0.7766, 0.3567, 0.3768, 0.2905, 0.3128, 0.2719, 0.3546, 0.3335, -0.0056]
}

Record 2
{
  "formula": "C5H15NO3",
  "method": "ωB97M-V with the def2-TZVPD basis set",
  "total_energy_ha": -479.51788,
  "relative_energy_kj_mol": 471.9,
  "total_charge": 1,
  "spin_multiplicity": 2,
  "species": ["C", "C", "O", "C", "N", "C", "C", "O", "H", "H", "H", "H", "H", "H", "H", "H", "H", "H", "H", "H", "H", "H", "H", "O"],
  "coordinates": [[-0.250765, -1.728755, -0.663776], [0.969227, -1.531436, -1.731090], [1.694661, -0.138761, -1.913853], [0.143875, -1.253720, 0.752480], [-0.692459, -0.696733, 1.761639], [-0.907828, 0.759206, 1.612641], [-1.922514, 1.291463, 0.624065], [-1.426278, 1.295979, -0.718109], [-0.559342, -2.794604, -0.570057], [-1.156499, -1.078540, -1.102664], [1.630876, -2.150400, -1.248724], [0.488070, -1.590899, -2.688693], [2.237288, 0.025196, -1.138850], [1.113320, -0.658610, 0.681253], [0.721281, -2.174998, 1.203327], [-1.764598, -1.138110, 2.004265], [0.089821, 1.165506, 1.469515], [-1.135938, 1.169416, 2.578754], [-2.286216, 2.214714, 0.840191], [-2.770814, 0.540549, 0.485344], [-0.974358, 0.492509, -0.919939], [1.979363, 1.551271, -0.456610], [1.812033, 2.566322, 0.399798], [1.885486, 1.532439, 0.452673]],
  "forces_ev_per_angstrom": [[-2.4, 2.4, -1.6], [-1.3, 4.1, 1.4], [-2.3, -2.6, 0.7], [5.1, -2.1, 1.5], [-5.7, 0.7, -2.0], [2.1, 0.3, 2.1], [-0.4, -5.6, -3.4], [0.0, 2.0, 0.7], [0.2, 0.8, -0.7], [1.6, -1.9, 1.1], [2.3, -2.0, -0.5], [0.5, -1.1, -0.5], [0.3, -0.6, 0.1], [-1.8, 0.4, 0.1], [-1.6, 1.0, -0.4], [4.1, 0.6, -0.6], [0.0, 0.1, -0.8], [-0.7, -0.1, 0.8], [-0.8, 2.7, 0.9], [0.4, 1.0, 1.3], [0.5, -0.6, -0.2], [0.2, -1.1, -3.5], [0.1, -2.3, 1.5], [-0.3, 3.9, 2.0]],
  "mulliken_charge": [-0.4124, -0.6313, -0.5519, -0.6579, 0.0703, -0.6102, -0.2271, -0.4904, 0.3960, 0.4524, 0.4439, 0.3936, 0.2766, 0.2218, 0.3828, 0.4347, 0.2549, 0.4098, 0.4284, 0.2294, 0.1505, 0.2492, 0.3703, -0.5832]
}

Record 3
{
  "formula": "C25H31IN5O2PdS",
  "method": "ωB97M-V with the def2-TZVPD basis set",
  "total_energy_ha": -2218.22379,
  "relative_energy_kj_mol": 110.8,
  "total_charge": 3,
  "species": ["Pd", "C", "C", "C", "C", "C", "C", "N", "C", "C", "C", "C", "C", "C", "N", "N", "C", "C", "C", "C", "C", "N", "H", "H", "H", "H", "H", "H", "H", "H", "H", "H", "H", "H", "H", "C", "C", "C", "S", "O", "C", "C", "C", "H", "H", "H", "H", "H", "H", "H", "H", "H", "H", "H", "H", "H", "H", "N", "C", "O", "C", "I", "H", "H", "H", "H"],
  "coordinates": [[1.353857, -0.843218, 0.143596], [1.987639, 4.500604, 0.350170], [2.106619, 4.121154, 1.753923], [2.130076, 2.834133, 2.151952], [1.998455, 1.778354, 1.183071], [1.600428, 2.130305, -0.247982], [1.681453, 3.588145, -0.569449], [2.167803, 0.510217, 1.396398], [2.767148, -0.114249, 2.530451], [3.542563, 0.506483, 3.501751], [4.085842, -0.258516, 4.528369], [3.884981, -1.636314, 4.601690], [3.181089, -2.279632, 3.602410], [2.650285, -1.512090, 2.571816], [2.052039, -2.087408, 1.429708], [1.968868, -3.312667, 1.249200], [1.382631, -3.659181, 0.016998], [1.341642, -4.980618, -0.365433], [0.849222, -5.276713, -1.636410], [0.428473, -4.242230, -2.452365], [0.481952, -2.934125, -1.979791], [0.938349, -2.638337, -0.766092], [2.121222, 5.536510, 0.070808], [2.169945, 4.904042, 2.498966], [2.186615, 2.589307, 3.201187], [2.342218, 1.645090, -0.898744], [1.581983, 3.866116, -1.610758], [3.760882, 1.560909, 3.459115], [4.687500, 0.234521, 5.280032], [4.309372, -2.205571, 5.416388], [3.057152, -3.353425, 3.592567], [1.705509, -5.743505, 0.308401], [0.813003, -6.301481, -1.980525], [0.063844, -4.431298, -3.451986], [0.150950, -2.102342, -2.588809], [-4.393958, 1.429477, -2.788794], [-4.286470, -0.083719, -2.936939], [-2.882789, -0.662570, -2.801968], [-1.958040, -0.447334, -1.265927], [-1.850277, 1.128389, -1.033285], [-3.171504, -0.877182, -0.000243], [-2.902432, -0.261603, 1.364945], [-1.581954, -0.665514, 2.001990], [-5.370938, 1.763143, -3.131403], [-3.641780, 1.941268, -3.393961], [-4.283145, 1.750881, -1.752895], [-4.592262, -0.374300, -3.945319], [-4.986924, -0.592496, -2.272784], [-2.205317, -0.250391, -3.551718], [-2.876113, -1.753425, -2.910386], [-3.119340, -1.970058, 0.023202], [-4.147976, -0.577294, -0.378259], [-3.734337, -0.591106, 1.990951], [-2.980827, 0.823157, 1.297271], [-1.457712, -1.751733, 2.018424], [-1.537747, -0.312251, 3.031179], [-0.736809, -0.210960, 1.472949], [-0.154730, 1.277333, -2.693861], [-0.596690, 1.817081, -1.475497], [0.311189, 1.447475, -0.433092], [-1.125346, 3.273486, -1.444554], [-0.800779, 4.473128, -3.164818], [0.806042, 0.964392, -2.688595], [-0.327210, 1.873759, -3.497821], [-0.740731, 3.800307, -0.577290], [-2.204707, 3.225691, -1.352127]],
  "forces_ev_per_angstrom": [[0.1, 0.4, 0.2], [0.0, -0.1, 0.1], [0.0, 0.0, -0.1], [0.0, -0.1, -0.1], [0.1, 0.2, 0.2], [0.1, 0.1, 0.1], [-0.1, 0.0, -0.1], [-0.1, 0.1, 0.0], [0.0, 0.1, 0.0], [0.0, -0.1, 0.0], [0.0, -0.1, 0.0], [0.0, 0.1, 0.0], [0.0, -0.1, 0.0], [0.0, 0.0, 0.0], [0.0, -0.5, 0.0], [-0.1, 0.3, -0.1], [0.1, 0.1, 0.2], [0.0, 0.0, 0.0], [0.0, 0.0, 0.0], [0.0, 0.0, 0.0], [-0.1, -0.1, 0.0], [0.0, -0.1, -0.1], [0.0, 0.0, 0.0], [0.0, 0.0, 0.0], [-0.1, 0.0, -0.1], [-0.1, 0.0, 0.0], [0.0, 0.0, 0.0], [0.1, -0.1, 0.0], [0.0, 0.0, 0.0], [0.0, 0.0, 0.0], [0.0, 0.0, 0.0], [0.0, 0.0, 0.0], [0.0, 0.0, 0.0], [0.0, 0.0, 0.0], [0.0, 0.0, 0.0], [0.0, 0.0, 0.0], [-0.1, 0.0, 0.0], [0.0, 0.0, 0.0], [0.0, -0.1, 0.0], [0.2, 0.1, 0.0], [-0.1, 0.1, -0.1], [0.0, 0.0, 0.1], [0.0, 0.0, 0.0], [0.0, 0.0, 0.0], [0.0, 0.0, 0.0], [0.0, 0.0, 0.0], [0.0, 0.0, 0.0], [0.0, 0.0, 0.0], [0.0, 0.0, 0.0], [0.0, 0.0, 0.0], [0.0, 0.0, 0.0], [0.0, 0.0, 0.0], [0.0, 0.0, 0.0], [0.0, 0.0, 0.0], [0.0, 0.0, 0.0], [0.0, 0.0, 0.0], [0.0, 0.0, 0.0], [0.1, -0.1, 0.0], [-0.4, -0.1, 0.1], [0.2, -0.1, 0.0], [0.0, 0.0, 0.1], [0.1, 0.0, 0.0], [0.0, 0.1, 0.0], [0.0, 0.0, 0.0], [0.0, 0.0, 0.0], [0.0, 0.0, 0.1]],
  "mulliken_charge": [0.9854, -0.5597, -0.7395, -1.0720, 0.6425, 0.6345, -1.3121, 0.0360, 0.9102, -1.0287, -0.8442, -0.7092, -0.4644, 0.0371, 0.6897, -1.0239, 0.0265, -0.3907, -0.3640, -0.9494, -0.1882, 0.0957, 0.5056, 0.4899, 0.8221, 0.3396, 0.7626, 0.8201, 0.4395, 0.4367, 0.5182, 0.5691, 0.4651, 0.4631, 0.6083, -0.8258, -0.7537, -0.8673, 1.0657, -0.7579, -0.9670, -0.6642, -0.9427, 0.4744, 0.2226, 0.1355, 0.4261, 0.3588, 0.5079, 0.5312, 0.5335, 0.3940, 0.5015, 0.2180, 0.2752, 0.4896, 0.2254, -0.1215, 0.5131, 0.3378, -1.6272, 0.2138, 0.2116, 0.2058, 0.5630, 0.4711]
}

Record 4
{
  "formula": "C2H11N3O2",
  "method": "ωB97M-V with the def2-TZVPD basis set",
  "total_energy_ha": -397.49912,
  "relative_energy_kj_mol": 180.7,
  "smiles": "[H]/N=C(\\N)NC.O.O",
  "species": ["C", "N", "C", "N", "N", "H", "H", "H", "H", "H", "H", "H", "H", "H", "O", "H", "H", "O"],
  "coordinates": [[-0.598500, 0.583776, 0.547331], [-0.868872, -0.649974, -0.248034], [0.057268, -1.254289, -1.115642], [-0.227594, -2.699521, -1.150851], [1.008595, -0.723372, -1.724036], [-0.169496, 1.384133, -0.113896], [-0.060004, 0.545313, 1.438559], [-1.502551, 1.025258, 0.699665], [-1.373040, -1.271766, 0.394957], [-1.319826, -2.775681, -1.359529], [0.326856, -2.995732, -2.047574], [1.033477, -1.234772, -2.610734], [-0.993798, 2.309837, 4.080298], [-0.505499, 0.945772, 3.664001], [-0.950787, 1.426181, 4.349143], [1.585718, 1.225297, -1.870094], [2.755146, 2.036709, -1.536194], [1.802912, 2.122827, -1.397371]],
  "forces_ev_per_angstrom": [[1.1, 0.7, -4.3], [1.1, 0.4, 1.6], [-2.8, -2.1, 2.9], [-1.4, 1.2, -3.5], [0.3, 1.3, -1.7], [0.4, -1.1, 0.5], [1.2, -0.8, 1.3], [-2.9, 0.9, 1.0], [0.6, -0.2, -0.9], [3.0, -0.2, 0.4], [-1.7, 0.0, 2.2], [1.2, -0.1, 0.3], [0.0, 2.0, -0.7], [0.3, -0.2, -0.5], [-0.3, -1.8, 1.2], [-0.3, 1.8, 1.5], [0.2, 0.7, 0.4], [0.1, -2.5, -1.7]],
  "mulliken_charge": [-0.9054, -0.2572, 0.3784, -0.6068, -0.5500, 0.3019, 0.1614, 0.4695, 0.2728, 0.2748, 0.2755, 0.1720, 0.3124, 0.3319, -0.6310, 0.3792, 0.3036, -0.6830]
}

Record 5
{
  "formula": "C5H18NO2",
  "method": "ωB97M-V with the def2-TZVPD basis set",
  "total_energy_ha": -405.96394,
  "relative_energy_kj_mol": 939.6,
  "total_charge": 1,
  "species": ["C", "C", "C", "C", "C", "N", "H", "H", "H", "H", "H", "H", "H", "H", "H", "H", "H", "H", "H", "H", "H", "H", "O", "H", "H", "O"],
  "coordinates": [[-0.749337, 1.744299, 0.123747], [-1.176497, 1.444851, -1.259796], [-0.337214, 0.449153, -2.111190], [1.257990, 0.857607, -1.998744], [1.545356, 2.249008, -2.556906], [0.043541, -4.171512, 6.155940], [-1.461182, 2.422549, 0.600471], [-0.526095, 0.805214, 0.634618], [-1.443584, 2.313956, -1.884523], [-2.097976, 0.786152, -1.243287], [-0.868705, 0.518274, -3.072268], [-0.306909, -0.622919, -1.826654], [1.735097, 0.071818, -2.591475], [1.421207, 0.883776, -0.916485], [1.430196, 2.384296, -3.638876], [0.941462, 3.054390, -2.109996], [2.605300, 2.459018, -2.322263], [0.194831, -4.959101, 5.540400], [0.572021, -3.612179, 6.779160], [0.172657, 2.345698, 0.059132], [1.071602, -1.897836, 0.782277], [-0.951597, -4.031721, 6.221308], [0.787953, -1.178803, 0.200596], [-0.282744, -1.272357, 0.182961], [-1.990155, -1.936984, 0.286547], [-1.587218, -1.106647, -0.034694]],
  "forces_ev_per_angstrom": [[0.5, 0.2, -0.4], [1.3, -0.1, -0.7], [-1.9, 0.4, 0.1], [-0.3, 1.6, -0.1], [-0.2, 0.1, -0.2], [-2.3, -0.3, -1.1], [0.0, -0.3, 0.3], [-0.2, 0.6, 0.4], [-0.2, -0.2, 0.5], [-0.3, -0.9, 0.1], [0.9, -0.2, -0.1], [0.1, 0.3, 0.1], [0.0, -0.1, 0.4], [0.2, -0.7, -0.4], [0.0, -0.5, 0.2], [0.3, -0.4, 0.2], [-0.2, 0.0, 0.0], [1.2, 0.4, 0.7], [1.0, -0.4, 0.1], [0.0, 0.0, 0.2], [0.3, 0.0, 0.0], [0.1, 0.2, 0.3], [-0.9, -0.6, 0.1], [0.9, 0.6, 0.0], [0.1, 0.1, -0.1], [-0.6, 0.2, -0.4]],
  "mulliken_charge": [-0.9708, -0.3637, -0.4589, -0.2711, -1.2256, -0.5288, 0.3728, 0.3091, 0.4610, 0.3020, 0.4326, 0.3935, 0.4016, 0.2979, 0.3737, 0.3372, 0.3410, 0.2207, 0.2105, 0.3096, 0.3198, 0.2087, -0.5074, 0.2532, 0.2784, -0.4971]
}

Record 6
{
  "formula": "C3H2ClFN2S",
  "method": "ωB97M-V with the def2-TZVPD basis set",
  "total_energy_ha": -1183.27288,
  "relative_energy_kj_mol": 0.0,
  "smiles": "Fc1nc(S)[nH]c1Cl",
  "species": ["C", "C", "C", "H", "H", "N", "N", "F", "S", "Cl"],
  "coordinates": [[-0.051683, -0.311802, 0.832898], [-0.395757, -0.406410, -1.250432], [0.271778, 0.758705, -1.058616], [-0.631373, -1.816063, 2.422438], [0.946996, 1.572145, 0.800375], [-0.586578, -1.075100, -0.092537], [0.485647, 0.821333, 0.312019], [-0.819199, -0.887029, -2.404339], [0.004455, -0.648305, 2.556259], [0.775713, 1.992525, -2.118065]],
  "forces_ev_per_angstrom": [[0.0, 0.0, 0.0], [0.2, 0.2, 0.0], [0.0, 0.2, 0.1], [0.0, 0.0, 0.0], [0.0, -0.1, 0.0], [0.0, 0.0, 0.2], [-0.1, -0.2, -0.1], [-0.1, -0.1, -0.1], [0.0, 0.1, -0.1], [0.0, -0.1, 0.0]],
  "mulliken_charge": [0.4454, 0.3995, 0.1357, 0.1707, 0.1747, -0.5513, -0.0585, -0.2609, -0.2644, -0.1909]
}